A) The following is a DFT calculation (wB97M-V/def2-TZVPD) of the molecule C7H12.

```
19
C7H12 wB97M-V/def2-TZVPD
C 0.925 -0.213 -1.972
C 1.200 -0.431 -0.480
C 0.397 -1.579 0.082
C -0.511 -1.184 0.968
C -0.481 0.306 1.216
C -1.784 1.005 0.814
C 0.736 0.777 0.375
H -0.150 -0.058 -2.134
H 1.441 0.687 -2.323
H 1.257 -1.067 -2.578
H 2.278 -0.609 -0.354
H 0.553 -2.607 -0.241
H -1.218 -1.841 1.469
H -0.307 0.500 2.284
H -2.001 0.840 -0.249
H -1.706 2.087 0.976
H -2.636 0.636 1.396
H 1.548 1.129 1.021
H 0.458 1.622 -0.271
```

Calculated values
**Frontier orbital gap**: 10.318 eV
**Molar mass**: 96.17 g/mol
**LUMO energy**: 1.194 eV
**SMILES string**: C[C@@H]1C=C[C@H](C)C1
**HOMO level**: -9.1 eV

B) The following is a DFT calculation (wB97M-V/def2-TZVPD) of a structure of composition C7H12.

```
19
C7H12 wB97M-V/def2-TZVPD
C 1.834 1.146 -0.659
C 1.385 -0.092 -1.433
C 0.169 -0.452 -0.565
C -0.778 -1.641 -0.787
C -1.688 -1.363 0.345
C -1.857 -0.564 1.245
C -1.655 0.583 2.105
H 1.704 2.090 -1.174
H 0.782 1.520 0.709
H 2.753 1.029 -0.097
H 1.077 0.097 -2.477
H 2.112 -0.923 -1.453
H -0.447 0.452 -0.567
H 0.564 -0.543 0.452
H -1.273 -1.590 -1.762
H -0.256 -2.598 -0.703
H -0.488 1.232 1.625
H -1.460 0.307 3.151
H -2.478 1.310 2.046
```

Calculated values
**Frontier orbital gap**: 9.359 eV
**Molar mass**: 96.17 g/mol
**LUMO energy**: 0.408 eV
**HOMO level**: -9.0 eV

C) The following is a DFT calculation (wB97M-V/def2-TZVPD) of a structure of composition C7H12.

```
19
C7H12 wB97M-V/def2-TZVPD
C -1.851 -1.019 1.265
C -1.219 0.219 0.631
C 0.297 0.123 0.530
C 0.844 -1.005 -0.347
C 2.010 0.460 -1.015
C 0.930 1.252 -1.671
C 1.039 1.244 -0.161
H -2.939 -0.924 1.331
H -1.468 -1.183 2.279
H -1.633 -1.922 0.681
H -1.630 0.376 -0.375
H -1.472 1.113 1.214
H 0.719 0.005 1.537
H 0.212 -1.365 -1.162
H 1.278 -1.867 0.190
H 2.210 -0.626 -0.939
H 1.263 2.179 -2.146
H 0.107 0.773 -2.196
H 1.301 2.169 0.355
```

Calculated values
**Frontier orbital gap**: 9.024 eV
**Molar mass**: 96.17 g/mol
**LUMO energy**: 1.057 eV
**HOMO level**: -8.0 eV

D) The following is a DFT calculation (wB97M-V/def2-TZVPD) of the molecule C7H12.

```
19
C7H12 wB97M-V/def2-TZVPD
C 1.462 1.979 -0.472
C 1.214 0.703 -0.496
C 2.348 -0.333 -0.326
C -0.197 0.131 -0.728
C -0.926 -0.629 0.428
C -1.995 -0.085 1.300
C -2.358 -1.297 0.375
H 0.792 2.796 -0.324
H 2.522 2.466 -0.338
H 1.920 -1.332 -0.586
H 2.545 -0.569 0.775
H 3.350 -0.122 -0.743
H -0.218 -0.448 -1.553
H -0.885 1.079 -0.856
H -0.158 -1.162 1.038
H -1.942 -0.289 2.339
H -2.321 0.901 0.966
H -2.355 -2.305 0.736
H -3.029 -1.133 -0.407
```

Calculated values
**Frontier orbital gap**: 10.511 eV
**Molar mass**: 96.17 g/mol
**LUMO energy**: 1.110 eV
**SMILES string**: C=C(C)CC1CC1
**HOMO level**: -9.4 eV

Energy relative to the most stable one, in kcal/mol: A) 0.0; B) 141.4; C) 105.1; D) 55.3

A) The following is a DFT calculation (wB97M-V/def2-TZVPD) of the molecule C7H12.

```
19
C7H12 wB97M-V/def2-TZVPD
C -0.643 -1.284 -2.184
C 0.082 -0.230 -1.351
C -0.539 0.003 0.025
C 0.001 -0.760 1.280
C 0.244 0.584 1.967
C 1.202 1.402 1.160
C -0.231 1.323 0.731
H -0.192 -1.390 -3.176
H -1.694 -1.010 -2.328
H -0.622 -2.267 -1.703
H 1.137 -0.511 -1.239
H 0.079 0.725 -1.892
H -1.626 -0.132 -0.037
H 0.898 -1.372 1.122
H -0.760 -1.374 1.769
H 0.027 0.809 3.007
H 1.493 2.353 1.599
H 1.993 0.918 0.586
H -0.849 2.214 0.663
```

Calculated values
**Frontier orbital gap**: 10.770 eV
**Molar mass**: 96.17 g/mol
**LUMO energy**: 1.223 eV
**SMILES string**: CC[C@H]1C[C@H]2C[C@@H]12
**HOMO level**: -9.5 eV

B) The following is a DFT calculation (wB97M-V/def2-TZVPD) of the molecule C7H12.

```
19
C7H12 wB97M-V/def2-TZVPD
C 4.004 -0.083 0.900
C 2.708 -0.395 0.297
C 1.630 -0.611 -0.198
C 0.304 -0.752 -0.805
C -0.788 -0.090 0.052
C -2.094 0.142 -0.705
C -3.161 0.809 0.162
H 3.858 0.589 1.750
H 4.661 0.417 0.180
H 4.517 -0.980 1.262
H 0.081 -1.814 -0.937
H 0.324 -0.315 -1.814
H -0.973 -0.710 0.941
H -0.403 0.867 0.422
H -2.479 -0.807 -1.103
H -1.888 0.781 -1.573
H -3.400 0.195 1.038
H -2.814 1.783 0.526
H -4.088 0.974 -0.396
```

Calculated values
**Frontier orbital gap**: 10.413 eV
**Molar mass**: 96.17 g/mol
**LUMO energy**: 1.088 eV
**SMILES string**: CC#CCCCC
**HOMO level**: -9.3 eV

C) The following is a DFT calculation (wB97M-V/def2-TZVPD) of a cluster of 2 separate species, C7H12 in total.

```
19
C7H12 wB97M-V/def2-TZVPD
C 0.590 0.026 1.648
C 1.394 0.276 0.439
C 2.104 1.075 -0.287
C 2.435 -0.382 -0.410
H 1.314 0.062 2.473
H -0.173 0.790 1.825
H 0.138 -0.966 1.648
H 2.405 2.081 -0.533
H 2.147 -0.947 -1.303
H 3.327 -0.785 0.085
C -0.720 -0.616 -1.417
C -1.733 -0.698 -0.561
C -2.485 0.494 -0.039
H -0.245 -1.501 -1.831
H -0.336 0.347 -1.743
H -2.090 -1.679 -0.247
H -3.343 0.705 -0.690
H -1.853 1.389 -0.028
H -2.876 0.328 0.970
```

Calculated values
**Frontier orbital gap**: 9.964 eV
**Molar mass**: 96.17 g/mol
**LUMO energy**: 1.123 eV
**SMILES string**: CC1=CC1.C=CC
**HOMO level**: -8.8 eV

D) The following is a DFT calculation (wB97M-V/def2-TZVPD) of the molecule C7H12.

```
19
C7H12 wB97M-V/def2-TZVPD
C 2.164 -1.170 0.104
C 0.799 -0.599 -0.164
C -0.341 -1.147 -0.675
C -1.320 -0.149 -0.240
C -2.056 -0.320 1.075
C 0.279 0.733 0.184
C 0.394 1.884 -0.797
H 2.812 -1.088 -0.775
H 2.649 -0.669 0.947
H 2.103 -2.236 0.339
H -0.497 -2.029 -1.292
H -1.986 0.254 -1.014
H -2.487 0.627 1.413
H -2.885 -1.028 0.953
H -1.393 -0.692 1.860
H 0.476 1.069 1.210
H 1.407 2.304 -0.771
H 0.174 1.564 -1.818
H -0.294 2.694 -0.537
```

Calculated values
**Frontier orbital gap**: 9.726 eV
**Molar mass**: 96.17 g/mol
**LUMO energy**: 1.054 eV
**SMILES string**: CC1=C[C@@H](C)[C@@H]1C
**HOMO level**: -8.7 eV

Energy relative to the most stable one, in kcal/mol: A) 2.0; B) 0.0; C) 45.5; D) 16.8

A) The following is a DFT calculation (wB97M-V/def2-TZVPD) of a cluster of 2 separate species, C7H12 in total.

```
19
C7H12 wB97M-V/def2-TZVPD
C -2.258 -0.343 -0.292
C -1.112 0.552 0.161
C -0.088 -0.095 1.135
C 1.315 0.389 0.578
C 2.355 -0.715 0.634
C 1.255 0.947 -0.979
C 0.027 0.800 -0.733
H -1.886 -1.256 -0.767
H -2.859 -0.627 0.580
H -2.917 0.172 -0.998
H -1.506 1.496 0.558
H -0.244 0.169 2.185
H -0.150 -1.183 1.028
H 1.646 1.264 1.145
H 2.042 -1.565 0.018
H 2.481 -1.064 1.668
H 3.315 -0.356 0.254
H -0.396 0.539 -2.979
H -1.022 0.875 -3.196
```

Calculated values
**Frontier orbital gap**: 10.353 eV
**Molar mass**: 96.17 g/mol
**LUMO energy**: 0.984 eV
**HOMO level**: -9.4 eV

B) The following is a DFT calculation (wB97M-V/def2-TZVPD) of a cluster of 2 separate species, C7H12 in total.

```
19
C7H12 wB97M-V/def2-TZVPD
C -2.596 0.628 0.428
C -2.026 -0.089 -0.716
C -0.480 -0.149 -0.477
C 0.403 -0.836 -1.516
C 1.718 -0.698 -0.872
C 2.410 -0.334 0.051
C 2.810 0.246 1.327
H -3.126 0.076 1.198
H -0.149 0.893 1.710
H -2.874 1.672 0.314
H -2.394 -1.119 -0.804
H -2.191 0.431 -1.670
H -0.365 -0.626 0.498
H -0.166 0.887 -0.333
H 0.107 -1.881 -1.653
H 0.343 -0.328 -2.484
H 1.844 0.611 1.757
H 3.488 1.099 1.225
H 3.245 -0.483 2.018
```

Calculated values
**Frontier orbital gap (alpha / beta)**: 9.509 / 7.672 eV
**Molar mass**: 96.17 g/mol
**LUMO energy (alpha / beta)**: 0.315 / -0.586 eV
**HOMO level (alpha / beta)**: -9.2 / -8.3 eV

C) The following is a DFT calculation (wB97M-V/def2-TZVPD) of the molecule C7H12.

```
19
C7H12 wB97M-V/def2-TZVPD
C 0.683 -2.254 0.343
C 0.130 -0.951 0.935
C -1.282 -0.754 0.519
C -1.496 0.352 -0.191
C -0.295 1.309 -0.015
C 0.046 2.251 -1.164
C 0.827 0.302 0.347
H 0.642 -2.246 -0.756
H 1.731 -2.378 0.634
H 0.122 -3.129 0.688
H 0.183 -0.987 2.023
H -2.092 -1.463 0.661
H -2.059 -0.204 -0.965
H -0.475 1.942 0.876
H 0.142 1.683 -2.094
H 0.994 2.780 -0.992
H -0.735 3.007 -1.301
H 1.582 0.693 1.038
H 1.350 0.045 -0.587
```

Calculated values
**Frontier orbital gap**: 9.841 eV
**Molar mass**: 96.17 g/mol
**LUMO energy**: 1.210 eV
**SMILES string**: C[C@@H]1C=C[C@H](C)C1
**HOMO level**: -8.6 eV

D) The following is a DFT calculation (wB97M-V/def2-TZVPD) of a cluster of 2 separate species, C7H12 in total.

```
19
C7H12 wB97M-V/def2-TZVPD
C -2.240 -0.261 -0.310
C -1.115 0.645 0.173
C -0.244 1.303 -0.933
C 0.870 0.914 -0.575
C 1.360 0.356 0.702
C 2.406 -0.745 0.641
C -0.092 -0.121 1.111
H -1.845 -1.124 -0.858
H -2.802 -0.640 0.554
H -2.934 0.273 -0.965
H -1.554 1.489 0.718
H 1.697 1.166 1.358
H 2.068 -1.570 0.004
H 2.606 -1.138 1.643
H 3.346 -0.362 0.232
H -0.296 0.035 2.177
H -0.167 -1.200 0.918
H -0.199 0.536 -3.136
H -0.863 0.444 -3.455
```

Calculated values
**Frontier orbital gap**: 8.974 eV
**Molar mass**: 96.17 g/mol
**LUMO energy**: -0.065 eV
**SMILES string**: C[C@@H]1C#C[C@H](C)C1.[H][H]
**HOMO level**: -9.0 eV

Energy relative to the most stable one, in kcal/mol: A) 77.7; B) 115.2; C) 0.0; D) 81.1

A) The following is a DFT calculation (wB97M-V/def2-TZVPD) of the molecule C4H4N4.

```
12
C4H4N4 wB97M-V/def2-TZVPD
N -3.411 -0.102 -0.146
C -2.218 0.101 -0.027
C -0.820 0.208 -0.037
C -0.073 1.284 -0.054
N 1.265 1.066 -0.128
N 1.941 -0.157 -0.118
C 1.173 -1.202 -0.129
N -0.195 -1.109 0.037
H -0.509 2.302 0.050
H 1.976 1.725 0.402
H 1.644 -2.204 -0.119
H -0.772 -1.912 0.270
```

Calculated values
**Frontier orbital gap**: 7.802 eV
**Molar mass**: 108.10 g/mol
**LUMO energy**: 0.368 eV
**SMILES string**: N#CC1=CNN=CN1
**HOMO level**: -7.4 eV

B) The following is a DFT calculation (wB97M-V/def2-TZVPD) of a structure of composition C4H4N4.

```
12
C4H4N4 wB97M-V/def2-TZVPD
C 1.512 -0.813 -0.158
C 0.078 0.616 -0.016
C -1.092 1.321 -0.058
C -0.071 -0.784 -0.248
H 1.522 -1.499 0.793
H 1.970 -1.223 -1.079
H 1.781 1.119 0.975
H -1.408 2.393 -0.237
N 1.489 0.671 0.036
N -2.286 0.544 -0.201
N -2.384 -0.795 0.152
N -1.111 -1.551 0.040
```

Calculated values
**Frontier orbital gap**: 9.443 eV
**Molar mass**: 108.10 g/mol
**LUMO energy**: -0.117 eV
**HOMO level**: -9.6 eV

Energy relative to the most stable one, in kcal/mol: A) 0.0; B) 58.4